Entry 1:
This record from OMol25 describes a structure of composition C35H74Br10N5O8Rb in a non-equilibrium geometry. The level of theory is ωB97M-V/def2-TZVPD.

Results
Orbital gap = 7.93 eV
Highest occupied orbital energy = -8.02 eV
Electronic energy = -762406.744 eV

Geometry (Å):
N 11.9849 -29.6571 -27.9439
H 12.5352 -29.0663 -31.9804
H 10.5276 -22.8210 -31.8373
H 15.4885 -29.6379 -32.4924
H 4.9209 -24.6850 -33.3018
H 9.4136 -27.2374 -26.6268
H 14.0092 -25.8104 -32.5203
H 16.5868 -33.6255 -27.9204
H 14.8757 -33.7196 -28.3758
H 13.9838 -25.2543 -30.4399
H 12.5440 -26.2851 -34.2944
C 11.7933 -28.6657 -27.4539
H 15.8346 -25.4258 -33.7115
O 13.4103 -22.5121 -28.9206
H 15.6013 -26.5356 -30.7791
H 12.0986 -29.7170 -38.2301
H 7.7101 -26.0024 -34.4418
O 4.9281 -22.8764 -34.2356
C 13.6926 -28.9167 -37.1052
C 15.3371 -27.5454 -31.0737
C 9.7652 -26.9751 -28.6632
Br 18.5602 -28.5766 -31.8254
H 10.5714 -34.1295 -35.0251
C 13.0341 -27.1467 -30.4864
H 15.7752 -24.6029 -35.3249
H 14.5082 -23.1607 -34.2491
C 18.8800 -29.4335 -29.1390
H 19.0474 -28.4410 -28.7439
C 10.1941 -26.7684 -27.2382
Br 7.8333 -25.3459 -30.8965
H 16.8927 -27.9796 -25.7913
C 16.4027 -24.9722 -34.5037
H 7.8163 -24.3351 -36.1821
H 18.9803 -24.6756 -35.0956
H 13.8210 -29.5345 -30.7408
H 10.5495 -34.1994 -33.2870
H 13.4197 -27.5418 -29.5457
Br 19.7611 -30.7192 -27.9601
C 15.8083 -26.8068 -27.2194
Br 11.2959 -31.3355 -34.0084
C 10.6908 -21.9430 -29.0235
H 14.0258 -28.5325 -38.0599
H 9.7785 -22.5049 -29.2589
H 10.2957 -28.2322 -33.8626
H 6.9718 -22.8407 -35.6259
C 15.3889 -22.5905 -33.9075
H 12.3821 -26.7252 -27.1137
O 14.6431 -26.3588 -27.4984
C 13.8602 -26.8612 -32.7537
H 12.7174 -33.0196 -35.0970
Br 15.7080 -31.7565 -30.3143
H 11.1677 -22.4207 -28.1775
H 6.4489 -26.5641 -35.5859
C 11.2054 -34.1286 -34.1448
H 18.1576 -24.8450 -36.6179
H 12.6008 -28.0754 -34.0183
C 15.7009 -23.0621 -32.4763
C 12.8890 -22.3721 -29.9950
H 7.2085 -27.4443 -31.9830
C 15.8821 -27.9154 -26.1969
H 14.6681 -27.2535 -33.3797
H 12.5797 -25.3710 -31.4895
O 16.8528 -26.4037 -27.8075
H 16.9526 -24.1098 -34.1312
C 6.6433 -25.9862 -34.6698
N 6.2366 -24.6186 -34.8569
C 14.4409 -29.7672 -32.7491
H 10.3523 -21.0643 -31.4777
H 6.0432 -26.5147 -33.9463
C 13.5796 -29.0866 -31.6984
H 20.4981 -29.5892 -30.5029
H 15.4330 -28.1859 -30.1979
H 5.7263 -26.5755 -31.4481
C 10.3499 -27.2160 -33.4402
N 13.9478 -27.6495 -31.5221
N 17.3502 -25.9371 -35.0261
H 17.8176 -29.6449 -29.0786
H 15.1851 -27.7531 -25.3842
H 11.8252 -21.6487 -32.1757
H 13.3927 -22.4481 -30.9621
C 5.2971 -24.0059 -34.0873
H 6.2610 -23.8240 -36.8080
H 12.0560 -30.2280 -36.5710
H 18.0502 -27.8388 -35.2013
H 10.3381 -26.5455 -34.3238
Br 10.9957 -27.9405 -36.8932
Rb 16.0603 -24.0174 -29.3263
H 14.8181 -31.1354 -28.0810
C 12.2118 -33.0545 -34.1422
H 14.2586 -30.8390 -32.7623
H 19.2383 -30.7454 -30.7663
Br 15.1126 -33.0795 -25.9555
O 15.6076 -24.3232 -32.2251
Br 5.2927 -29.0651 -30.1786
C 15.6158 -33.1513 -27.8361
O 16.1974 -27.7582 -34.3734
H 15.9370 -27.8878 -31.8951
C 15.7020 -31.7028 -28.3421
H 12.9194 -33.1524 -33.3325
H 19.1977 -26.1633 -36.0104
C 6.8686 -23.8975 -35.8827
C 19.4138 -29.6993 -30.5283
C 12.9955 -25.6497 -30.5228
O 11.5282 -26.9922 -32.7087
H 10.1935 -25.7199 -26.9425
C 6.6530 -27.7042 -29.9195
C 12.2428 -29.3723 -37.2104
H 7.6144 -28.1001 -29.6276
Br 14.7662 -30.5186 -36.7660
H 12.3954 -25.2699 -29.7010
N 11.5826 -22.0619 -30.1561
H 16.6192 -31.2397 -28.0081
H 9.7853 -28.0330 -28.9194
H 8.7775 -26.5408 -28.7930
C 11.0321 -21.9218 -31.4833
H 12.0305 -27.4985 -30.6743
C 6.7087 -26.9260 -31.1842
H 6.2838 -27.0533 -29.1354
H 16.1823 -22.8569 -34.6051
H 15.1355 -21.5379 -33.9579
C 12.6280 -27.0836 -33.5534
H 14.2682 -29.4030 -33.7610
H 13.9686 -28.2497 -36.3011
C 11.5484 -27.3730 -26.8305
O 16.0302 -22.2083 -31.5892
H 10.4265 -20.9025 -28.8498
C 17.1909 -27.2496 -34.8698
Br 12.1563 -35.8441 -34.1643
C 18.4677 -25.4118 -35.7326
H 10.4526 -26.4736 -29.3502
H 15.6721 -28.8518 -26.7100
H 11.5409 -27.4872 -25.7486
H 9.4689 -26.9794 -32.8558

---

Entry 2:
This record from OMol25 describes a cluster of 10 separate species, C14H48N16O10 in total in a non-equilibrium geometry. The level of theory is ωB97M-V/def2-TZVPD.

Results
Relative energy (zero: lowest compared OMol25 entry of this formula, charge and spin) = 569.4 kJ/mol
Orbital gap = 9.48 eV
Highest occupied orbital energy = -9.56 eV
Electronic energy = -59615.920 eV

Geometry (Å):
C 0.2346 -0.1253 5.6614
C 2.8291 3.6494 -4.6358
H -2.0327 7.3841 4.5128
H 0.5527 -2.5205 -3.4026
O 1.5885 -6.2650 1.7270
H -3.4104 -6.8139 -0.3970
H 4.8113 3.2515 1.4515
H 2.4908 5.6153 -4.8575
H -4.1477 -5.0357 -1.1659
C -6.4117 -0.1508 -0.2991
H -0.4119 -2.8034 6.1294
N -5.4467 -0.4891 -1.1339
N -0.5307 -5.0924 -4.8193
N 3.0628 4.8154 -5.0877
H 1.3408 2.5989 -3.8491
C 6.9462 5.3181 -0.3045
H -0.5217 -0.5387 4.9942
O 7.0546 3.1512 0.4208
O 1.9769 -1.6587 4.6952
H 0.2431 -5.6177 -5.2007
H 6.3480 6.2293 -0.3063
H -1.2557 7.5153 6.1150
O -5.6334 -5.8449 1.5047
O -1.4273 0.7665 -0.2698
H -4.9018 -3.9759 -0.0669
H -2.2665 2.4942 -4.9614
H 1.4275 -3.5796 -4.4880
H 6.9794 4.9208 -1.3189
H -2.6710 5.5640 3.7246
H -4.8601 0.3683 0.8070
H 1.0350 4.3514 -4.0360
N 0.1984 0.8572 1.2021
H 1.8534 -1.0114 6.6837
H -2.2347 1.2559 -6.2447
N -4.2271 -6.9555 0.1801
N -5.8668 0.3023 0.7591
H 6.5809 4.5287 1.6782
H 4.2272 4.7489 0.9103
C -0.4734 -4.1005 -3.9940
H -0.3929 0.0792 6.5289
C -0.6227 0.1906 0.4604
N -4.6631 -4.9283 -0.3040
H 2.5725 -8.5487 -0.1387
O -0.9764 5.2867 6.3173
H 3.7352 4.9322 -5.8322
C 2.0349 -6.9169 0.7557
C 4.9213 3.9573 0.6281
C 0.5939 -2.6523 6.5214
N 1.9180 -8.2049 0.5494
N -2.1277 2.2061 -5.9195
O -1.3935 -3.7651 -3.2472
N 0.6050 -3.3748 -3.9388
H 0.1502 1.8654 1.2398
O 3.5492 2.6477 -4.7297
H -1.3513 -5.6627 -4.6728
H -2.1467 4.1265 4.5423
H 0.2333 -1.5977 0.9421
H 1.1951 -3.5274 6.2750
O -7.5712 -0.3321 -0.5297
N -2.5668 4.2551 -6.5284
H 7.2735 3.0590 -0.5093
H 2.1716 -2.5782 4.8906
C -1.5425 5.7416 5.4023
C 1.1622 -1.3200 5.8995
H 1.6125 -8.7473 1.3448
H 2.8353 -7.0747 -1.0190
N 1.6481 3.5498 -3.9958
O -2.8694 2.5958 -7.9780
C -4.9121 -5.8918 0.5528
H 0.5643 -2.6352 7.6109
H -2.1899 4.6548 -5.6809
H 0.6681 0.7680 5.2117
H -1.1450 -1.6697 -0.1246
H 2.8188 -5.3812 -0.4228
H 0.6305 0.2695 1.9007
N -0.5273 -1.1328 0.4673
H -6.4864 0.4865 1.5352
C -2.4867 3.0018 -6.9359
H 7.9532 5.5739 0.0252
N -1.7384 6.9944 5.3969
C 6.3717 4.2921 0.6349
H -4.4804 -0.2882 -0.9192
H -5.6803 -0.8265 -2.0567
H 4.5740 3.5463 -0.3198
H -4.2373 -7.7210 0.8388
N -2.3086 5.1234 4.5580
N 2.6127 -6.3660 -0.3347
H -3.0377 4.8319 -7.2108

---

Entry 3:
This record from OMol25 describes a structure of composition C14H17MnN5O10PS. The level of theory is ωB97M-V/def2-TZVPD.

Results
Relative energy (zero: lowest compared OMol25 entry of this formula, charge and spin) = 0.0 kJ/mol
2S+1 = 5
Orbital gap (spin up / spin down) = 7.58 / 8.38 eV
Highest occupied orbital energy (spin up / spin down) = -9.46 / -9.48 eV
Electronic energy = -94159.728 eV

Geometry (Å):
S -0.0324 -1.6057 -2.1879
C -4.2380 2.3608 1.0178
C -2.2566 1.4176 2.0276
H -3.2142 -1.7103 0.1132
C -2.9249 1.2669 -0.6896
H -2.4005 2.2012 -0.8953
H -1.7367 -3.1854 -2.4347
C 2.2226 4.9635 0.3585
H -2.3871 -1.5747 -1.9979
N 4.6161 5.4679 0.2104
H -2.7883 -1.5825 1.8153
O -0.2985 5.5724 1.1650
H -5.2631 2.6510 1.2537
C -3.1463 -1.0164 0.9531
C -4.4320 0.4330 2.4027
O 4.3241 0.4581 0.2132
C 3.5141 4.4959 0.2349
O 2.2009 -0.1385 0.0593
H -1.8582 0.9408 2.9259
O 4.3242 6.6445 0.2907
C 1.4287 2.6539 0.2590
O 0.0916 -1.8302 -0.6922
N -3.6847 1.6675 2.1829
H -2.9734 0.7055 -1.6251
O 0.8733 -2.3557 -2.9854
C -1.6674 -2.1141 -2.6081
H -6.0288 0.5574 0.3222
N -4.4640 -0.4534 1.2375
H 4.8109 2.7911 0.0834
O -1.0741 3.9961 -0.0763
H -3.6511 3.2583 0.8219
C 3.7927 3.1465 0.1522
C -4.9930 0.2978 0.0972
O 0.0074 -0.1268 -2.2981
C 1.1988 4.0426 0.3534
C 2.7625 2.2202 0.1706
O 5.7433 5.0333 0.1128
O 0.4014 1.8263 0.3140
P -1.9417 0.3308 0.5648
H -5.4613 0.6996 2.6477
H -1.7259 2.3566 1.8753
Mn 0.3834 0.0483 -0.1359
H -4.9818 -0.3410 -0.7885
C 3.1617 0.7651 0.1444
N -4.2691 1.5323 -0.1898
H -1.8163 -1.8923 -3.6623
H -4.0021 -0.1038 3.2501
H 2.0176 6.0191 0.4519
N -0.1625 4.5712 0.4929

---

Entry 4:
This record from OMol25 describes an isolated molecule of C7H11N5 in a non-equilibrium geometry. The level of theory is ωB97M-V/def2-TZVPD.

Results
Relative energy (zero: lowest compared OMol25 entry of this formula, charge and spin) = 375.8 kJ/mol
Orbital gap = 8.84 eV
Highest occupied orbital energy = -8.14 eV
Electronic energy = -14883.732 eV

Geometry (Å):
N -0.6876 -0.5680 -0.2672
H -1.2124 3.2272 0.1418
H 0.7092 -0.9758 -1.9099
C 1.5342 -0.8857 1.0725
N -2.7618 0.4261 0.1512
N -1.9875 2.5600 0.0949
C 2.3115 1.0129 -0.4321
H -0.0351 -2.1375 0.8558
H 3.2358 0.3437 1.4614
C 2.3605 0.1652 0.8016
C -1.7693 1.2647 0.0404
C 0.3704 -1.4190 0.3161
H 2.5352 0.5108 -1.3626
H -2.8988 2.9216 0.1956
H -0.5247 -2.3250 -1.4586
C 0.1172 -1.3576 -1.0838
H -1.9383 -2.7104 0.2192
H 3.1096 1.7865 -0.2476
N -2.7043 -1.9307 0.2198
H 1.3444 1.6004 -0.5672
N -0.5326 0.8257 -0.2031
C -2.2360 -0.7902 0.0008
H 1.6606 -1.5449 1.9611

---

Entry 5:
This record from OMol25 describes a structure of composition C50H133FO17Zn in a non-equilibrium geometry. The level of theory is ωB97M-V/def2-TZVPD.

Results
Orbital gap = 8.40 eV
Highest occupied orbital energy = -8.07 eV
Electronic energy = -139946.128 eV

Geometry (Å):
H -22.8741 -12.9642 -25.0565
C -13.7119 -7.7241 -17.7430
H -28.3698 -3.9491 -23.8558
H -21.9961 -1.2977 -27.2364
H -16.0314 -6.7893 -19.8755
H -23.5338 -13.3151 -20.7831
H -21.0199 -9.9148 -28.5590
C -18.2615 -8.5300 -30.0650
H -14.3181 -7.8094 -27.4895
C -17.0242 -3.5074 -21.8568
H -14.8938 -5.9773 -17.7135
H -16.0479 -1.9988 -23.1263
C -22.9225 -10.9169 -25.8888
C -23.6441 -12.7922 -18.6050
H -19.6579 -5.1218 -30.9832
C -17.2587 -12.2998 -26.5869
C -22.4338 -4.9274 -30.8112
H -26.7716 -3.2522 -25.7224
H -23.4114 -4.9777 -30.3316
H -21.7846 -8.8807 -18.9918
H -20.8886 -0.2162 -25.0474
C -15.6278 -7.4546 -19.1122
H -23.2864 -6.4355 -23.5144
H -26.9159 -3.5424 -23.0719
H -26.9334 -6.2357 -25.6948
H -24.7732 -4.0669 -25.8264
C -20.0519 -4.1092 -30.8966
H -19.7252 -8.3160 -21.5603
C -19.0099 -3.3707 -17.8752
H -16.9587 -2.3375 -27.3196
H -15.1049 -3.2265 -25.9125
H -14.3240 -8.4211 -17.1707
O -18.3324 -3.6784 -26.6948
H -23.4570 -10.6850 -21.3742
H -18.4247 -4.6013 -26.4472
H -19.4009 -3.5516 -16.8740
O -12.5245 -7.6397 -25.6873
C -19.9716 -10.0020 -28.8445
H -23.2277 -7.7381 -29.5554
H -15.1835 -7.2109 -23.5707
H -18.7644 -7.0997 -25.9517
H -24.8214 -8.4052 -29.2281
H -15.7237 -7.8164 -26.4573
H -25.5224 -8.2354 -26.5474
H -21.6632 -2.4911 -22.7185
H -16.0903 -11.1620 -25.1877
H -22.1692 -5.9516 -31.0738
H -14.5878 -9.0893 -26.3439
C -19.4504 -8.0632 -20.5362
C -16.6793 -11.0140 -26.0928
H -23.3755 -2.8225 -22.5059
H -15.8073 -13.6864 -25.6315
H -21.2359 -5.0010 -23.1240
H -16.0364 -10.5859 -26.8619
H -13.0604 -8.1925 -18.4808
H -12.4567 -8.5894 -25.5648
H -25.5772 -12.0281 -26.2353
H -18.7674 -5.2024 -18.3303
O -20.1822 -6.6443 -18.7963
H -23.9210 -13.8194 -18.3677
H -24.1027 -12.0659 -17.9339
C -21.8484 -8.0277 -19.6674
H -25.4262 -11.5120 -19.9418
H -13.4628 -7.5398 -23.2819
H -17.9770 -11.0462 -23.7702
H -24.7895 -6.1778 -27.9612
O -23.1665 -13.1682 -27.0230
H -15.4249 -4.1520 -28.1902
H -18.3609 -3.6307 -23.6708
H -17.5979 -8.3208 -29.2260
C -14.6509 -8.0085 -26.4708
H -19.3359 -10.2168 -27.9855
H -20.2318 -7.3407 -18.1374
C -16.3259 -13.4780 -26.5672
H -16.5142 -7.5229 -18.4816
C -16.1859 -2.3065 -22.0897
H -19.5818 -7.2573 -28.3173
H -17.5896 -1.8955 -18.6155
H -17.4213 -10.3294 -25.6818
H -22.0865 -1.4499 -25.0068
C -16.1492 -3.4848 -25.7371
H -17.0277 -4.1578 -28.9481
O -18.3516 -12.7106 -25.7816
H -23.9313 -8.3175 -25.8766
C -22.2534 -4.6112 -23.0938
O -13.7606 -5.9666 -19.3163
C -16.4740 -4.4091 -28.0435
C -26.5974 -4.1796 -25.1767
H -22.9892 -10.2880 -26.7765
H -20.7472 -4.0130 -18.9626
H -23.3955 -10.4999 -19.6915
H -20.7565 -2.3149 -18.7034
H -21.1010 -10.9171 -22.5925
C -20.6423 -7.1818 -19.9457
H -17.5450 -12.3475 -27.6376
H -16.4711 -4.4483 -25.3420
C -27.3120 -4.2114 -23.8358
H -19.9397 -1.2189 -28.5364
C -18.4005 -3.5394 -22.5853
H -16.6822 -5.0837 -22.9175
C -19.3092 -12.1974 -22.5792
C -19.9284 -0.8733 -27.5027
H -22.1146 -3.4329 -21.3950
H -23.3978 -8.9584 -28.3885
H -20.5157 -11.2050 -24.1962
O -20.3589 -5.8985 -25.8823
O -20.9524 -4.9187 -28.9010
C -21.3329 -4.1470 -30.0233
H -22.2533 -8.4050 -20.6065
H -20.0381 0.2102 -27.4579
H -18.2641 -7.7261 -30.8011
H -18.8741 -4.4746 -22.2867
C -22.3806 -3.2624 -22.4382
F -23.6216 -3.8681 -27.2564
C -23.3929 -12.4390 -25.8585
H -20.4454 -1.9659 -24.7801
H -19.1374 -8.8206 -19.8176
C -21.0634 -1.2548 -25.3283
O -16.3343 -4.5994 -22.1652
H -20.8178 -6.3990 -20.6837
H -18.8776 -1.1148 -27.3427
H -22.1284 -11.3594 -20.4603
C -24.9191 -12.5859 -25.5691
C -18.1033 -11.2386 -22.7048
H -21.7276 -3.1749 -29.7276
H -21.8515 -10.8604 -25.6944
H -24.2981 -5.4184 -22.6512
C -27.0715 -5.2556 -26.1514
H -16.4224 -2.6649 -25.0728
H -19.4621 -12.4303 -21.5254
H -22.3977 -7.4207 -27.1618
C -24.6366 -7.6325 -26.3473
H -26.4596 -5.2938 -27.0526
H -14.4279 -5.6311 -19.9194
C -23.2120 -11.2411 -20.4692
H -24.7217 -6.8366 -25.6074
H -17.1500 -11.6295 -22.3489
H -23.5531 -4.3576 -24.3851
H -22.9506 -6.1429 -21.7835
H -20.3141 -3.6493 -31.8493
C -23.8980 -8.0641 -28.7601
H -15.3114 -8.3694 -19.6134
O -20.7758 -2.9124 -26.9544
C -19.5093 -7.5491 -23.9950
H -19.2901 -3.4196 -30.5331
H -19.8750 -3.0711 -20.0202
H -19.2683 -6.6446 -23.4364
O -22.6048 -4.2248 -24.4533
O -22.7978 -6.5764 -27.3827
H -17.8958 -9.4364 -30.5475
H -22.5689 -12.7576 -18.4291
H -22.6290 -4.5426 -31.8122
H -12.9767 -7.2916 -17.0645
H -20.4075 -7.9974 -23.5704
H -18.8933 -13.2173 -26.3911
C -19.7248 -7.1062 -25.4364
H -15.5778 -13.3161 -27.3433
H -20.8278 -5.8087 -29.2387
C -16.9759 -3.3730 -26.9795
O -20.2167 -7.5805 -28.9608
C -14.5395 -6.7193 -18.4290
C -14.2990 -7.7162 -23.9585
H -14.0246 -6.2226 -25.5308
O -18.2467 -4.4005 -18.2434
C -20.6311 -11.6749 -23.2195
H -18.5801 -7.4091 -20.5879
H -18.9602 -2.6583 -22.2714
C -24.1192 -6.9899 -27.6794
H -16.5607 -1.3917 -21.6307
O -25.1619 -4.4331 -25.0286
H -18.5673 -13.0728 -24.1430
H -15.2323 -2.5194 -21.6066
C -21.0507 -1.5950 -26.7824
H -14.6194 -8.7531 -23.8570
C -23.9086 -12.5324 -20.1235
H -23.3886 -10.3631 -25.0738
H -19.8190 -2.9834 -26.9878
C -20.0922 -3.1418 -18.9544
H -18.0873 -10.2577 -22.2299
H -25.2562 -13.6076 -25.7441
H -21.3490 -12.4892 -23.3185
C -19.6492 -8.7362 -29.5789
H -18.6511 -1.3203 -17.3642
O -18.9934 -13.3522 -23.3293
H -28.1358 -5.1974 -26.3793
H -18.8472 -8.3883 -23.7818
H -19.9260 -10.8625 -29.5120
H -25.2147 -12.3750 -24.5414
H -23.9252 -13.0806 -27.6046
H -22.6266 -7.3470 -19.3221
O -25.2438 -12.3374 -20.3969
H -20.2123 -7.9060 -25.9939
C -13.8816 -7.2907 -25.3675
H -20.2704 -8.7942 -30.4727
C -18.0796 -2.1903 -17.6876
Zn -21.8048 -4.7057 -26.8366
H -17.3144 -2.3162 -16.9217
C -23.2434 -5.6828 -22.7272
H -16.6042 -5.4276 -27.6778
H -27.3403 -5.2347 -23.4615
H -16.7941 -14.4153 -26.8680
H -17.1485 -3.5782 -20.7762